(1)
The following is a quantum chemistry calculation of C28H37N5OS3SiTeW as an isolated structure at a distorted geometry, from the Open Molecules 2025 dataset.

```
77
Properties=species:S:1:pos:R:3:forces:R:3:mulliken_charge:R:1
W 0.65329 0.15540 -0.08708 -1.72 -0.81 -1.70 0.737
Te 3.24814 0.10978 -0.87568 0.02 0.17 -0.19 -0.154
S -0.03996 1.30653 -2.16308 0.09 -0.34 0.52 -0.483
S -0.63512 2.28716 0.47117 0.42 -0.61 -0.38 -0.544
S -2.83940 -1.02058 0.50590 -0.44 0.35 0.28 0.319
Si 0.57751 -2.98511 -2.02992 -0.04 -0.11 -0.90 -0.298
O -1.75611 -0.42133 -0.34799 0.73 0.23 -0.35 -0.418
N -2.91344 2.86470 -4.14765 0.01 0.01 -0.15 -0.541
N 0.57439 -1.98114 -0.60201 -0.14 0.71 0.29 0.592
N 1.70663 0.90976 1.41201 1.97 1.12 2.68 -0.126
N 0.23004 -1.36249 1.49755 -0.09 -0.61 -0.35 0.183
N -3.69203 4.35463 -0.14387 -0.03 0.05 0.06 -0.566
C 3.30363 3.52436 2.69241 -0.17 -0.06 -0.14 -1.619
C -4.46293 1.02617 1.27813 -0.09 -0.01 0.03 -0.246
C -0.26345 -2.82721 3.29201 0.01 -0.02 0.03 -0.857
C 2.35657 1.35707 2.27182 -1.20 -0.65 -1.95 0.229
C 2.16560 -4.03179 -2.06463 -0.52 0.26 0.04 -0.965
C 0.31859 -2.42528 0.63394 0.09 0.51 0.08 0.622
C -0.22539 -0.33413 3.65132 0.02 0.03 -0.12 -1.532
C 3.36724 2.03471 3.06575 0.55 0.21 0.63 1.944
C -4.37341 -0.67671 -0.44841 0.08 -0.23 0.20 -0.669
C -0.11139 -3.92665 2.44231 0.04 0.21 -0.24 -0.790
C -0.96928 -4.10340 -2.08311 0.55 0.26 0.24 -1.075
C 2.97648 0.48351 -3.96391 -0.11 0.15 0.08 -0.547
C 0.16330 -3.73790 1.10912 0.04 -0.18 0.13 -0.758
C -2.99618 3.76497 -0.84683 -0.33 0.30 0.46 -0.229
C 3.11088 1.84419 4.56568 -0.14 -0.06 -0.10 -1.758
C -0.08598 -1.55464 2.78776 0.01 0.29 0.03 0.648
C -1.10120 2.29884 -1.20861 0.06 0.27 0.05 0.942
C -2.17198 3.00439 -1.70078 0.62 -0.48 0.27 0.476
C 4.42098 -0.46567 -5.63329 0.01 -0.03 -0.01 -0.520
C 4.80205 -0.92106 -3.30617 -0.08 -0.02 0.32 -0.382
C -5.32013 0.03562 0.50011 0.00 0.11 0.07 -0.737
C 4.73880 1.45277 2.68559 -0.05 -0.05 -0.11 -1.578
C 3.69808 -0.14992 -2.96258 -0.34 0.08 0.36 0.433
C -3.26669 0.23623 1.78355 -0.04 -0.23 -0.08 -0.421
C 3.33020 0.31613 -5.29333 -0.02 0.03 -0.05 -0.485
C 5.16117 -1.07680 -4.63363 0.08 -0.03 -0.10 -0.562
C 0.46800 -1.91235 -3.58123 0.09 -0.27 0.50 -0.604
C -2.55655 2.93617 -3.05658 -0.11 -0.13 -0.56 -0.102
H 3.48207 3.65598 1.62707 0.00 0.04 -0.06 0.385
H 4.78626 0.38996 2.91419 0.02 -0.07 0.02 0.353
H -5.01772 1.47082 2.10513 0.06 0.05 -0.01 0.497
H 2.16498 -4.80924 -1.30299 -0.02 -0.09 0.12 0.320
H 1.40692 -1.41846 -3.81139 0.10 0.05 0.03 -0.054
H 4.06701 4.06825 3.24451 0.07 -0.03 0.07 0.428
H 2.13284 2.23046 4.84685 -0.05 0.03 0.04 0.373
H 2.32904 3.94365 2.93407 -0.05 0.05 0.01 0.399
H 0.28621 -4.56491 0.43012 0.00 -0.10 0.00 0.398
H 5.51548 1.96618 3.24894 0.02 0.06 0.08 0.433
H 3.04998 -3.41647 -1.90798 0.02 0.16 0.01 0.234
H 3.16159 0.79099 4.83667 0.01 -0.06 0.04 0.377
H 2.74557 0.79514 -6.06534 -0.04 0.07 -0.04 0.419
H -4.12816 1.83564 0.62864 -0.02 0.01 0.02 -0.150
H 4.69223 -0.59693 -6.67106 0.03 -0.01 -0.05 0.384
H -4.76869 -1.61271 -0.83639 0.07 -0.04 -0.05 0.443
H -0.30386 -1.14911 -3.50141 -0.08 0.02 0.09 0.201
H 0.21731 -2.53948 -4.43458 -0.02 -0.18 -0.09 0.476
H 5.37841 -1.39696 -2.52424 0.08 -0.10 0.00 0.398
H -0.49915 -2.96570 4.33551 -0.03 0.05 0.08 0.512
H -4.04953 -0.03933 -1.27173 0.11 0.01 0.01 0.239
H 6.02046 -1.68030 -4.88850 0.06 -0.05 -0.01 0.376
H -5.76878 -0.68434 1.18899 -0.08 -0.01 -0.01 0.299
H -3.48722 -0.32182 2.69403 -0.04 -0.04 0.03 0.544
H -0.21186 -4.93049 2.83176 -0.04 -0.04 0.03 0.442
H -2.38283 0.85406 1.93186 0.07 -0.13 -0.04 -0.092
H -1.87776 -3.51728 -1.95359 -0.06 0.14 0.01 0.258
H 0.66167 -0.20060 4.27027 0.06 0.00 0.07 0.364
H -0.33907 0.55406 3.03121 -0.05 0.00 0.05 0.063
H 4.93098 1.58119 1.62168 0.01 0.01 -0.02 0.351
H -0.96537 -4.88274 -1.32602 -0.04 -0.12 0.07 0.373
H -1.08481 -0.42342 4.31312 -0.01 -0.02 0.04 0.450
H -1.02479 -4.59006 -3.05408 0.03 -0.05 -0.16 0.418
H -6.12362 0.53160 -0.04351 -0.02 -0.05 -0.04 0.388
H 2.26926 -4.51773 -3.03204 -0.01 -0.09 -0.16 0.365
H 2.13226 1.10872 -3.70938 -0.04 0.02 -0.03 0.331
H 3.86982 2.38010 5.13131 0.06 0.04 0.00 0.446
```
Positions in Å, forces in eV/Å.

HOMO-LUMO gap (alpha / beta): 0.2287 / 0.2322 hartree

---

(2)
The following is a quantum chemistry calculation of C28H38As3F5LuN6O4S as an isolated structure at a distorted geometry, from the Open Molecules 2025 dataset.

```
86
Properties=species:S:1:pos:R:3:forces:R:3:mulliken_charge:R:1
Lu 2.72882 0.13410 -3.05910 0.18 -1.27 0.92 1.437
As -2.86206 1.50761 0.25031 -0.33 -0.78 -0.28 0.459
As -1.58607 3.24921 2.86343 0.98 -1.23 0.49 0.331
As -3.21638 -0.58590 5.16802 0.83 0.37 1.21 0.253
S 5.28666 -0.71827 -2.45384 0.23 0.15 -1.54 -0.556
F 7.01751 -1.74011 2.41906 -1.63 0.88 -1.70 -0.267
F 7.42490 -1.54818 -0.45044 -0.37 0.09 0.78 -0.281
F 2.96429 0.11619 -0.89856 0.73 0.04 1.30 -0.139
F 4.48653 -0.84795 3.41605 0.79 0.28 -1.48 -0.250
F 2.87628 0.63170 1.80829 0.82 -0.66 -0.82 -0.228
O -1.48544 0.20842 -3.37060 4.24 -1.03 -0.58 -0.724
O 4.47904 3.50347 -4.19638 -1.34 -1.13 -1.10 -0.588
O 3.61381 2.33856 -2.58391 -0.82 -0.38 -3.60 -0.598
O 0.74361 0.72947 -3.37696 -0.07 0.09 -0.38 -0.931
N 3.61536 1.38340 -4.59010 0.06 1.18 0.07 0.044
N 3.86802 2.31023 -6.76032 1.89 0.77 4.49 -0.477
N 3.18276 -0.94658 -5.38874 0.97 1.05 0.05 -0.340
N 3.39446 0.04512 -6.36471 -0.02 0.02 0.88 -0.293
N 1.42572 -1.87912 -3.18541 0.49 0.46 0.17 0.214
N 3.83643 2.52823 -3.86167 2.60 0.79 3.37 0.726
C -0.21549 3.20621 4.41493 -1.14 -0.99 0.00 -0.959
C -1.84289 5.14408 2.53583 -0.02 -0.68 -1.07 -1.161
C 0.17909 -1.50774 -3.22561 -3.57 -1.80 -0.34 0.737
C 3.95752 0.02390 1.26528 -0.78 -1.49 1.69 -0.147
C 0.97992 -5.28685 -1.78467 1.24 0.59 0.09 -0.778
C -3.38716 -0.09557 -0.80423 1.10 -0.46 1.14 -1.019
C 5.27651 -0.57830 -0.76161 -0.35 -1.30 3.28 0.640
C 1.71444 -3.15817 -2.79339 -0.21 -0.49 0.79 0.215
C 6.08489 -1.19356 1.54901 -0.65 -0.06 0.51 0.210
C 3.05524 -3.44579 -2.43785 0.00 -1.39 0.20 -0.288
C 4.10603 -0.20899 -0.08583 0.44 1.09 -1.26 0.291
C 2.25988 -5.41257 -1.25682 -1.34 0.17 -0.68 -0.617
C -3.52384 2.56989 -1.27728 -0.42 0.16 0.29 -1.048
C -4.08502 1.55491 3.18040 -0.24 1.06 -1.06 2.203
C 3.71989 1.23941 -5.90350 -0.80 3.27 -1.07 0.619
C -4.68440 -1.88069 5.19419 -1.08 0.13 1.48 -1.167
C -4.39193 1.56944 1.60360 -0.31 -0.26 0.00 -1.999
C 4.80691 -0.71672 2.10368 1.77 0.30 -0.26 0.233
C -3.37886 2.77863 3.74148 2.29 1.93 -0.39 -1.871
C 0.66517 -4.10452 -2.49779 -0.14 0.50 -0.33 0.628
C -3.20917 0.30322 3.37457 -1.75 -2.80 -1.25 -1.103
C 3.29198 -4.52157 -1.59623 -0.25 0.64 -0.72 -0.807
C 6.30857 -1.11262 0.14510 -1.43 0.79 -0.15 0.026
C -1.71040 -1.93928 5.18302 0.46 2.08 -1.60 -1.097
C -0.25804 -0.11044 -3.38893 -2.97 2.84 0.63 0.695
C -5.47362 1.72048 3.89053 0.85 -1.43 0.94 -1.809
C -0.68621 -3.73791 -2.81209 0.73 2.21 -0.40 -0.739
C -0.95181 -2.38426 -3.10510 0.54 -2.09 0.29 -0.936
H -4.75532 -2.32129 4.22485 -0.27 -0.73 -0.56 0.373
H -4.63936 2.64772 -1.32538 0.91 -0.45 -0.28 0.353
H 0.16389 4.18212 4.71988 0.41 -0.04 -0.60 0.364
H -5.95104 2.60194 3.46861 -0.14 -0.11 0.07 0.464
H -1.06315 -1.55657 5.95208 0.60 0.22 0.07 0.350
H -5.32834 1.85704 4.99631 -0.10 0.04 -0.97 0.417
H 4.30301 -4.62402 -1.23985 0.11 -0.40 0.15 0.492
H 0.54729 2.42720 4.09303 -0.75 1.31 0.66 0.160
H -1.30911 5.42775 1.58704 -0.47 0.07 1.32 0.325
H -4.98429 2.43404 1.34723 -0.05 0.77 0.02 0.573
H -1.14521 -2.06482 4.21834 -0.65 0.03 0.96 0.294
H -5.11085 0.74451 1.31303 0.93 0.45 0.64 0.530
H 0.23141 -6.03661 -1.56053 -0.08 0.17 -0.05 0.434
H -3.01627 2.11014 -2.16929 -0.79 0.69 0.77 0.264
H -3.08081 2.61755 4.79574 -0.63 0.08 -0.38 0.562
H 3.93163 -2.92436 -2.82374 -0.55 0.43 0.34 0.416
H -1.62910 5.65193 3.43654 0.74 1.10 0.60 0.424
H -5.62775 -1.31777 5.41600 0.72 -0.44 -0.36 0.328
H 4.23693 2.15679 -7.65631 0.35 -0.36 -1.49 0.286
H -4.61875 -2.65867 6.04654 0.34 1.25 -1.51 0.368
H -2.08216 -2.83500 5.56428 -0.78 -1.65 0.23 0.364
H -6.09520 0.82874 3.79190 -0.23 0.08 -0.28 0.405
H -4.46292 -0.10391 -0.89734 -0.27 -0.18 -0.31 0.443
H 2.40227 -1.46740 -5.67227 -1.36 -1.07 -0.34 0.287
H -2.15383 0.35554 3.00023 -0.92 0.44 0.35 0.390
H 3.79605 -0.19260 -7.23040 0.22 -0.67 -1.34 0.252
H 4.44631 3.05604 -6.18842 -1.60 -1.31 -1.74 0.328
H -2.90792 5.22114 2.42515 -0.57 0.33 -0.54 0.369
H -1.47384 -4.46701 -2.79059 -0.23 -0.20 0.29 0.487
H -3.16559 3.56635 -1.08597 0.21 0.59 -0.39 0.342
H -3.86930 3.78535 3.61453 -0.23 -1.32 0.39 0.549
H -3.76346 -0.42357 2.64852 1.30 0.60 1.17 0.297
H 2.37563 -6.24038 -0.60576 0.67 -0.59 0.53 0.433
H -2.84183 0.04906 -1.76075 -0.61 -0.53 0.71 0.178
H -1.98957 -1.99805 -3.21881 1.19 -0.26 0.05 0.454
H -3.02762 -0.97913 -0.21402 -0.40 0.45 -0.85 0.295
H -0.74810 2.87549 5.33927 0.37 -0.22 -0.72 0.316
H 4.00484 -1.51947 -5.39478 0.41 -0.75 0.39 0.293
```
Positions in Å, forces in eV/Å.

Net charge: +1
HOMO-LUMO gap: 0.1309 hartree

---

It is found that the DFT total energy values, taken in the order of the records, are -88638.3863; -287330.6909 eV.
It is found that the energy above the lowest of the compared OMol25 structures with the same formula, charge and spin values, taken in the order of the records, are 0.00; 189.58 kJ/mol.